1.
Computed, not measured: an isolated molecule of C6H9NO in a non-equilibrium geometry, with wB97M-V/def2-TZVPD.

ORCA input file:
```
! RIJCOSX wB97M-V def2-TZVPD def2/J DEFGRID3
* xyz 0 1
C -0.957 -0.205 0.193
C -1.931 -0.219 -0.987
C -0.423 -0.205 -1.158
C 1.325 0.143 -0.065
C 2.527 0.297 0.321
C 0.070 0.952 0.623
H -1.761 -1.618 1.461
H -0.073 -1.573 1.760
H -2.354 0.632 -1.559
H -2.482 -1.258 -1.106
H -0.150 0.854 -1.262
H 2.811 0.897 1.156
H 3.458 0.178 -0.525
H 0.166 1.479 1.606
H -0.427 1.703 -0.357
N -0.870 -1.483 0.950
O 1.071 -0.573 -1.051
*
```

HOMO-LUMO gap = 8.8 eV
E_LUMO = 0.609 eV
Electronic energy = -9896.51935 eV
SMILES = C=C1C[C@@]2(N)C[C@@H]2O1
Energy relative to the best compared isomer or geometry (same formula, charge and spin) = 876.5 kJ/mol

2.
Computed, not measured: a cluster of 2 separate species, C6H9NO in total, with wB97M-V/def2-TZVPD.

ORCA input file:
```
! RIJCOSX wB97M-V def2-TZVPD def2/J DEFGRID3
* xyz 0 1
N 1.067 1.775 1.080
C 0.764 0.737 0.218
C 1.180 -0.554 0.555
C 0.744 -1.630 -0.196
C -0.119 -1.436 -1.276
C -0.368 -0.145 -1.696
C 0.130 0.957 -1.002
H 0.509 2.609 0.999
H 1.326 1.535 2.024
H 1.724 -0.703 1.480
H 1.074 -2.642 0.025
H -0.581 -2.267 -1.787
H -0.951 0.077 -2.578
H -0.049 1.958 -1.362
H -1.949 -0.536 1.774
H -2.346 -0.020 0.424
O -2.156 0.287 1.317
*
```

HOMO-LUMO gap = 8.9 eV
E_LUMO = 0.957 eV
Electronic energy = -9905.60413 eV
SMILES = Nc1ccccc1.O
Energy relative to the best compared isomer or geometry (same formula, charge and spin) = 0.0 kJ/mol

3.
Computed, not measured: an isolated molecule of C6H9NO in a non-equilibrium geometry, with wB97M-V/def2-TZVPD.

ORCA input file:
```
! RIJCOSX wB97M-V def2-TZVPD def2/J DEFGRID3
* xyz 0 1
C -1.234 1.604 0.322
C -0.986 0.334 -0.520
C 0.354 -0.388 -0.206
C 0.525 -1.862 -0.388
C 1.524 0.405 -0.409
C 2.638 0.894 -0.146
H -1.287 1.378 1.433
H -0.398 2.328 0.102
H -2.270 1.926 0.147
H -0.913 0.553 -1.582
H -1.876 -1.118 0.492
H -0.306 -2.420 -0.819
H 1.584 -2.260 -0.699
H 1.094 -1.245 1.595
H 3.370 1.753 0.048
N 0.331 -1.334 0.945
O -2.149 -0.549 -0.315
*
```

HOMO-LUMO gap = 10.3 eV
E_LUMO = 0.937 eV
Electronic energy = -9901.66609 eV
SMILES = C#C[C@@]1([C@H](C)O)CN1
Energy relative to the best compared isomer or geometry (same formula, charge and spin) = 380.0 kJ/mol

4.
Computed, not measured: an isolated molecule of C6H9NO2 in a non-equilibrium geometry, with wB97M-V/def2-TZVPD.

ORCA input file:
```
! RIJCOSX wB97M-V def2-TZVPD def2/J DEFGRID3
* xyz 0 1
C 0.528 -1.138 -1.514
C -1.935 -0.320 0.344
C -0.004 1.435 -1.003
C 0.713 -0.009 -0.521
C -0.497 -0.140 0.713
C 0.001 -0.191 1.938
O 1.955 1.556 0.480
N 1.963 0.255 -0.196
O -0.491 2.448 -0.825
H 2.782 1.960 0.188
H -0.482 -1.152 -1.918
H 1.241 -1.026 -2.328
H 0.722 -2.081 -1.003
H -2.089 -1.237 -0.228
H -2.552 -0.373 1.244
H -2.289 0.517 -0.267
H -0.632 -0.388 2.796
H 1.067 -0.114 2.101
*
```

HOMO-LUMO gap (spin up / spin down) = 7.7 / 7.7 eV
E_LUMO (spin up / spin down) = 0.024 / 0.023 eV
Electronic energy = -11947.68957 eV
Energy relative to the best compared isomer or geometry (same formula, charge and spin) = 543.1 kJ/mol

5.
Computed, not measured: a cluster of 2 separate species, C6H9NO2 in total in a non-equilibrium geometry, with wB97M-V/def2-TZVPD.

ORCA input file:
```
! RIJCOSX wB97M-V def2-TZVPD def2/J DEFGRID3
* xyz 0 1
C 0.864 0.453 1.706
N 0.553 1.637 1.508
C -0.639 -0.741 0.506
C -1.690 -0.565 1.315
O 1.599 -0.412 2.018
H 0.807 2.390 2.121
H -0.457 1.754 0.111
H -0.199 -1.724 0.397
H -2.138 0.411 1.428
H -2.036 -1.339 1.984
C -0.596 0.120 -0.903
C 0.804 -0.006 -1.431
C 1.193 -0.955 -2.268
O -0.998 1.413 -0.691
H -1.309 -0.381 -1.565
H 1.517 0.699 -1.018
H 2.226 -1.064 -2.559
H 0.500 -1.689 -2.658
*
```

HOMO-LUMO gap = 9.6 eV
E_LUMO = -0.073 eV
Electronic energy = -11950.03275 eV
SMILES = C=CC(O)C=C.N=C=O
Energy relative to the best compared isomer or geometry (same formula, charge and spin) = 317.0 kJ/mol

6.
Computed, not measured: an isolated molecule of C6H9NO2 in a non-equilibrium geometry, with wB97M-V/def2-TZVPD.

ORCA input file:
```
! RIJCOSX wB97M-V def2-TZVPD def2/J DEFGRID3
* xyz 0 1
C -0.516 0.832 -1.546
C 1.021 0.914 -1.324
C 1.377 0.353 0.074
C -0.474 -0.531 1.924
C 0.129 -1.625 1.138
C 0.063 -0.263 0.551
N -1.008 0.072 -0.570
O -1.184 1.333 -2.440
O -2.360 0.125 -0.320
H 1.560 0.519 -2.271
H 1.311 1.988 -1.558
H 2.149 -0.358 -0.284
H 1.686 1.179 0.758
H -1.632 -0.316 1.954
H 0.106 -0.094 2.851
H 1.231 -1.982 1.474
H -0.586 -2.323 0.720
H -2.873 0.176 -1.129
*
```

HOMO-LUMO gap = 9.7 eV
E_LUMO = 0.904 eV
Electronic energy = -11949.38481 eV
SMILES = O=C1CCC2(CC2)N1O
Energy relative to the best compared isomer or geometry (same formula, charge and spin) = 379.6 kJ/mol

What is the formula in the second record? C6H9NO

energy relative to the best compared isomer or geometry (same formula, charge and spin) of number 4 (C6H9NO2)? 543.1 kJ/mol